ORCA calculation (the ωB97M-V functional and the def2-TZVPD basis) on C5H10O in the gas phase.

XYZ file:
```
16
Properties=species:S:1:pos:R:3:forces:R:3:mulliken_charge:R:1
C -0.932527 -0.881362 -0.868208 0.0 0.0 0.0 -1.60
C -0.036508 0.007922 0.011785 -0.4 0.1 -0.4 1.84
C 0.423140 1.237519 -0.806945 0.0 0.0 0.1 -1.62
C 1.137230 -0.733373 0.695753 0.0 0.0 0.2 -1.54
C -0.834761 0.502527 1.208864 0.1 -0.5 0.3 -0.31
O -1.899497 0.073274 1.578707 0.4 0.4 -0.3 -0.48
H -1.833091 -0.333418 -1.177521 0.2 0.0 0.1 0.36
H -0.428284 -1.207539 -1.785732 0.1 0.0 0.3 0.42
H -1.283246 -1.762073 -0.324626 0.1 0.1 0.0 0.35
H -0.437941 1.825773 -1.156857 0.1 -0.2 0.2 0.39
H 0.979355 0.939529 -1.704820 0.0 -0.1 0.3 0.38
H 1.059219 1.909137 -0.219999 0.0 -0.1 0.0 0.38
H 0.805222 -1.703600 1.087809 0.0 0.1 -0.3 0.37
H 2.004013 -0.878266 0.045956 -0.2 0.0 -0.1 0.36
H 1.491182 -0.179674 1.582770 0.0 0.0 -0.4 0.37
H -0.236879 1.216164 1.824369 -0.4 0.2 0.0 0.33
```
Forces are in eV/Å.

Results
Energy: -7394.4254 eV
SMILES string: CC(C)(C)C=O
Charge: 0
LUMO energy: 0.84 eV

---

ORCA calculation (the ωB97M-V functional and the def2-TZVPD basis) on C4H4ClF in the gas phase at a distorted geometry.

XYZ file:
```
10
Properties=species:S:1:pos:R:3:forces:R:3:mulliken_charge:R:1
C -1.442389 -1.564920 -0.197418 1.7 3.0 3.1 -1.03
C -0.533396 -0.361165 -0.084322 2.3 0.8 1.2 0.53
C 0.358965 0.454193 0.149096 -3.5 -3.1 -0.7 -0.42
C 1.477302 1.314335 0.184588 -1.8 2.0 -1.5 0.14
F 1.847389 1.485624 -1.159928 1.1 -0.3 1.4 -0.23
Cl 0.920458 2.980996 0.692216 0.4 -0.4 0.2 -0.19
H -2.371091 -1.149460 0.116335 -1.3 -0.4 -0.3 0.31
H -1.304561 -1.834648 -1.163702 -0.5 -1.4 -2.9 0.32
H -1.106271 -2.298876 0.529273 0.0 -0.2 -0.2 0.27
H 2.153595 0.973923 0.933862 1.5 0.1 -0.2 0.29
```
Forces are in eV/Å.

Results
Energy: -19450.1213 eV
SMILES string: CC#C[C@@H](F)Cl
Charge: 0
LUMO energy: 0.82 eV

---

ORCA calculation (the ωB97M-V functional and the def2-TZVPD basis) on a 8-piece molecular cluster, C20H61N5O8 overall at a distorted geometry.

XYZ file:
```
94
Properties=species:S:1:pos:R:3:forces:R:3:mulliken_charge:R:1
C 17.945642 -28.715764 18.417842 0.9 -0.2 -0.5 -0.75
O 16.942562 -27.797038 18.157892 -1.0 0.9 0.1 -0.39
C 15.994454 -27.755482 19.241367 -0.1 0.7 -1.3 -1.10
C 15.056830 -26.425013 19.166588 1.8 -2.5 0.0 1.29
C 14.239395 -26.427982 20.407153 -0.6 -0.2 1.3 -1.04
N 14.196862 -26.442449 17.964526 0.9 -0.3 0.9 -0.71
H 18.657323 -28.264467 19.109172 0.1 -0.4 0.5 0.25
H 18.499776 -28.935884 17.505377 -0.1 0.3 -0.2 0.27
H 17.571024 -29.686237 18.743316 -0.1 0.0 0.5 0.33
H 15.450990 -28.690284 19.103960 -1.0 0.0 0.2 0.50
H 16.527622 -27.914568 20.178661 0.1 0.7 0.3 0.49
H 15.724213 -25.565506 19.229349 0.0 0.0 -0.6 -0.65
H 13.334263 -27.032922 20.353564 -0.5 0.5 -0.6 0.39
H 14.051780 -25.402394 20.725081 -0.4 -0.2 0.2 0.07
H 14.706208 -26.983227 21.220716 0.7 0.4 0.2 0.40
H 13.726367 -27.321648 18.125018 -0.9 -0.1 -0.3 0.34
H 14.801078 -26.688495 17.193492 0.2 0.4 -0.5 0.31
C 16.862559 -18.886091 21.917492 -1.5 0.0 0.8 -0.88
O 16.784332 -19.941679 20.975153 1.2 1.6 0.2 -0.16
C 17.929140 -20.755461 21.138424 -1.2 -2.0 -0.2 -0.60
C 17.705248 -21.882814 20.130101 0.6 -0.2 -0.5 0.73
C 17.952711 -21.460466 18.643931 -0.7 -0.5 0.0 -1.46
N 16.347501 -22.478048 20.282193 1.6 1.0 0.0 0.01
H 16.720777 -19.310140 22.911565 0.6 -0.2 0.4 0.16
H 15.974576 -18.256978 21.855973 0.0 0.1 -0.7 0.32
H 17.746683 -18.248683 21.906308 0.2 -0.3 -0.4 0.34
H 18.918208 -20.301520 21.077017 -0.2 0.6 -0.4 0.46
H 17.862345 -21.222526 22.121015 0.1 0.0 0.4 0.05
H 18.284253 -22.764714 20.404138 1.0 0.4 -0.1 0.04
H 18.927296 -21.104502 18.309909 0.2 0.1 0.7 0.50
H 17.202929 -20.744469 18.307350 0.1 0.3 0.4 0.12
H 17.738509 -22.302524 17.985785 0.1 -0.4 0.1 0.42
H 15.708628 -21.716810 20.102057 -0.5 -0.3 -0.7 0.05
H 16.431446 -23.161824 19.543598 -1.3 -0.1 -0.3 -0.27
C 17.150516 -17.156607 16.017727 0.1 -0.4 0.1 -0.75
O 15.887788 -17.786616 15.994884 -0.1 0.0 0.4 -0.39
C 15.833475 -18.830261 17.000620 -2.7 0.6 -1.1 -0.73
C 14.328419 -19.390708 16.952413 1.4 0.5 0.4 0.55
C 14.005306 -20.506801 17.964757 1.0 0.4 -0.4 -1.25
N 14.131326 -19.837778 15.573286 -0.5 -0.3 0.4 -0.75
H 17.911462 -17.936828 16.035814 0.4 0.0 -0.3 0.30
H 17.327919 -16.565377 16.916099 -0.3 0.2 0.3 0.28
H 17.280081 -16.496955 15.159728 -0.2 -0.2 -0.1 0.29
H 16.504058 -19.616247 16.653256 0.2 -0.1 0.6 0.46
H 16.009031 -18.333610 17.954873 0.5 -0.6 0.3 0.42
H 13.640565 -18.596182 17.241710 0.1 0.6 -0.2 0.17
H 14.737879 -21.304580 17.842343 -0.3 -0.4 -0.1 0.29
H 12.977154 -20.842348 17.829055 0.1 -0.3 -0.2 0.45
H 14.081973 -20.176433 19.000657 0.1 0.3 0.0 0.18
H 13.240496 -20.313326 15.553881 -0.2 -0.3 -0.2 0.27
H 14.005369 -19.041408 14.964988 0.3 0.2 -0.1 0.25
C 15.944504 -23.069808 28.149885 0.1 0.7 -0.2 -0.84
O 15.735355 -22.136421 27.078281 -0.5 -1.3 0.8 -0.38
C 14.816326 -22.672083 26.093323 2.5 3.0 0.0 -0.78
C 14.955417 -21.696794 24.878028 0.0 -0.9 -1.7 1.21
C 14.642632 -20.237606 25.085671 -0.8 -0.2 2.0 -1.78
N 14.057522 -22.209025 23.855473 -1.2 0.4 -0.3 -0.34
H 16.326605 -22.468142 28.974560 0.2 -0.3 0.0 0.26
H 16.625024 -23.877464 27.880274 0.5 0.2 -0.2 0.28
H 15.066660 -23.617844 28.492158 -0.6 0.4 -0.1 0.36
H 15.170889 -23.678670 25.871561 -0.7 -0.2 -0.4 0.39
H 13.813521 -22.532504 26.497044 -0.3 -0.7 -0.1 0.56
H 15.889299 -21.638496 24.318940 0.9 -0.8 0.9 -0.57
H 15.196832 -19.833192 25.932670 0.5 0.1 -0.2 0.33
H 13.632974 -20.238915 25.496377 -0.5 0.5 -0.4 0.42
H 14.745713 -19.615600 24.196516 -0.1 -0.3 0.1 0.34
H 14.391178 -23.025600 23.363558 0.2 -0.3 0.3 0.32
H 13.206735 -22.455284 24.340880 -0.5 -0.1 -0.4 0.30
C 18.747774 -22.802342 25.438141 0.8 0.2 1.6 -0.89
O 18.238907 -23.317350 24.255969 -1.2 0.0 -1.1 -0.14
C 17.740119 -24.674661 24.313499 2.4 -1.0 0.5 -1.08
C 17.060224 -25.159952 23.028147 -0.4 1.8 0.4 0.81
C 17.898379 -25.377400 21.813428 1.3 -1.4 -0.3 -1.51
N 16.113340 -24.079521 22.769031 -0.4 -0.6 0.0 -0.02
H 18.045948 -22.411027 26.174627 -0.9 -0.6 -0.1 0.24
H 19.380958 -21.919852 25.346578 0.1 0.0 -1.2 0.28
H 19.395569 -23.514763 25.948946 0.0 -0.4 0.1 0.40
H 18.661982 -25.228307 24.491656 0.0 -0.7 0.1 0.64
H 17.111195 -24.880872 25.179545 -0.4 0.5 0.1 0.35
H 16.548637 -26.108967 23.188632 -0.1 -0.1 0.5 0.27
H 17.269667 -25.577690 20.945846 -0.1 0.1 0.0 0.20
H 18.435710 -26.306098 22.005480 0.2 -0.3 -0.3 0.57
H 18.682572 -24.680597 21.517450 -0.3 0.6 0.4 0.18
H 16.375630 -23.735750 21.856274 -0.5 0.8 -0.1 -0.12
H 16.419268 -23.397719 23.448479 -0.5 0.9 -0.5 -0.18
O 12.134199 -24.428278 18.730015 -0.8 0.2 0.0 -0.71
H 12.525561 -23.660004 19.145732 0.3 0.2 0.2 0.32
H 12.879232 -24.986893 18.508405 0.4 -0.4 -0.4 0.39
O 10.343560 -22.981577 21.755933 0.1 0.3 0.2 -0.64
H 10.498365 -23.920644 21.858090 0.1 -0.3 0.0 0.32
H 10.310798 -22.845365 20.809038 -0.1 -0.1 -0.3 0.30
O 13.589777 -22.623570 20.482361 -0.3 0.0 -0.4 -0.23
H 12.865714 -22.280969 21.006375 -0.3 0.1 0.4 0.26
H 14.352181 -22.563179 21.057963 0.3 -0.1 0.3 0.03
```
Forces are in eV/Å.

Results
Energy: -45555.2445 eV
SMILES string: COC[C@H](C)N.COC[C@H](C)N.COC[C@H](C)N.COC[C@H](C)N.COC[C@H](C)N.O.O.O
Charge: 0
LUMO energy: 0.65 eV

---

Gap between HOMO and LUMO for the records above, in order: 10.5; 10.9; 9.5 eV
Highest occupied orbital energy for the records above, in order: -9.70; -10.09; -8.88 eV